Arrangement P

{
  "formula": "C4H4BrI",
  "method": "ωB97M-V with the def2-TZVPD basis set",
  "gap_ev": 8.11,
  "lumo_ev": 0.11,
  "smiles": "BrC1=C(I)CC1",
  "elements": ["C", "C", "C", "C", "Br", "I", "H", "H", "H", "H"],
  "positions_angstrom": [[-0.677, -1.006, 0.239], [0.673, -0.323, 0.892], [-0.647, 0.097, -0.829], [0.518, 0.852, -0.082], [-1.355, -2.659, 0.681], [1.906, -0.301, 2.487], [-0.395, -0.339, -1.943], [-1.685, 0.644, -0.976], [0.226, 1.818, 0.297], [1.435, 1.217, -0.765]],
  "mulliken_charge": [-0.065, -0.265, -0.174, -0.502, -0.093, 0.155, 0.199, 0.234, 0.271, 0.239]
}


Arrangement Q

{
  "formula": "C4H4BrI",
  "method": "ωB97M-V with the def2-TZVPD basis set",
  "gap_ev": [7.61, 6.13],
  "lumo_ev": [-0.87, -1.60],
  "elements": ["C", "C", "C", "C", "Br", "I", "H", "H", "H", "H"],
  "positions_angstrom": [[1.915, -0.833, 0.512], [0.800, -0.569, -0.205], [-2.080, 0.749, -1.172], [-0.328, 0.054, 0.319], [-0.938, -0.124, 2.028], [-3.398, 1.754, 0.028], [2.838, -1.108, 0.037], [1.928, -0.697, 1.578], [0.814, -0.654, -1.286], [-1.551, 1.429, -1.839]],
  "mulliken_charge": [-0.777, 0.153, -0.423, -0.121, -0.041, 0.129, 0.273, 0.235, 0.292, 0.281]
}


Stability check: which of them is most stable? arrangement P.


Arrangement P

{
  "formula": "C6H10OS",
  "method": "ωB97M-V with the def2-TZVPD basis set",
  "gap_ev": 8.23,
  "lumo_ev": -0.20,
  "smiles": "CC(C)=C=O.CC=S",
  "elements": ["C", "C", "C", "C", "C", "C", "O", "S", "H", "H", "H", "H", "H", "H", "H", "H", "H", "H"],
  "positions_angstrom": [[1.778, 0.779, -0.270], [-2.098, 0.656, -0.506], [1.522, -0.530, -0.058], [-1.845, 1.868, 0.316], [0.951, -1.391, -1.187], [1.350, -1.102, 1.296], [2.012, 1.925, -0.416], [-2.256, -0.923, -0.172], [-2.164, 0.780, -1.517], [-1.045, 2.325, -0.076], [-1.713, 1.619, 1.433], [-2.789, 2.602, 0.348], [1.432, -2.321, -1.014], [1.295, -0.889, -2.073], [-0.102, -1.519, -1.196], [1.500, -0.311, 2.023], [1.898, -2.039, 1.534], [0.275, -1.528, 1.535]],
  "mulliken_charge": [0.314, -0.124, 0.624, -0.786, -1.073, -1.161, -0.436, -0.248, 0.379, 0.256, 0.252, 0.299, 0.355, 0.339, 0.151, 0.347, 0.335, 0.177]
}


Arrangement Q

{
  "formula": "C6H10OS",
  "method": "ωB97M-V with the def2-TZVPD basis set",
  "gap_ev": 8.72,
  "lumo_ev": 0.04,
  "smiles": "CS/C(C)=C/C(C)=O",
  "elements": ["O", "S", "C", "C", "C", "C", "C", "C", "H", "H", "H", "H", "H", "H", "H", "H", "H", "H"],
  "positions_angstrom": [[0.862, 3.029, 2.018], [-2.044, -0.882, 1.294], [0.424, 2.436, 1.038], [-0.375, 1.278, 1.376], [-1.227, 0.501, 0.553], [-1.684, -2.260, 0.144], [1.025, 2.662, -0.332], [-1.596, 0.845, -0.863], [-0.300, 0.973, 2.400], [-0.608, -2.375, -0.042], [-2.198, -2.091, -0.834], [-2.077, -3.214, 0.564], [1.207, 1.683, -0.816], [1.947, 3.206, -0.272], [0.347, 3.259, -0.961], [-2.673, 0.659, -1.022], [-0.995, 0.228, -1.564], [-1.423, 1.896, -1.126]],
  "mulliken_charge": [-0.566, -0.102, 0.605, -0.477, 0.626, -0.806, -1.269, -1.333, 0.422, 0.293, 0.260, 0.311, 0.297, 0.369, 0.315, 0.385, 0.315, 0.355]
}


Stability check: which of them is most stable? arrangement Q.


Arrangement P

{
  "formula": "C6H10OS",
  "method": "ωB97M-V with the def2-TZVPD basis set",
  "gap_ev": 9.55,
  "lumo_ev": 0.93,
  "smiles": "C[C@@H]1CSC[C@@]12CO2",
  "elements": ["C", "C", "C", "C", "C", "C", "H", "H", "H", "H", "H", "H", "H", "H", "H", "H", "O", "S"],
  "positions_angstrom": [[-1.596, -0.901, 0.570], [-0.336, -0.626, -0.279], [0.721, -1.670, 0.079], [1.639, 0.758, -0.807], [0.292, 0.760, -0.164], [-0.488, 1.956, 0.138], [-1.372, -0.752, 1.611], [-1.941, -1.914, 0.552], [-2.434, -0.248, 0.245], [-0.573, -0.755, -1.349], [0.482, -2.615, -0.365], [0.945, -1.731, 1.193], [2.190, 1.559, -0.237], [1.580, 1.010, -1.847], [-1.597, 1.915, 0.177], [-0.048, 2.951, -0.011], [0.263, 1.281, 1.202], [2.275, -0.980, -0.706]],
  "mulliken_charge": [-1.519, 0.368, -0.858, -0.782, 0.989, -0.868, 0.359, 0.458, 0.334, 0.217, 0.448, 0.341, 0.380, 0.303, 0.213, 0.307, -0.504, -0.184]
}


Arrangement Q

{
  "formula": "C6H10OS",
  "method": "ωB97M-V with the def2-TZVPD basis set",
  "gap_ev": 9.56,
  "lumo_ev": 0.78,
  "smiles": "C[C@@H]1C[C@@H](O)[C@H]2S[C@@H]21",
  "elements": ["C", "C", "C", "C", "C", "C", "H", "H", "H", "H", "H", "H", "H", "H", "H", "H", "O", "S"],
  "positions_angstrom": [[1.534, -1.492, -0.084], [0.994, -0.111, -0.368], [0.302, 0.580, 0.880], [-1.249, 0.756, 0.602], [-1.373, -0.371, -0.451], [-0.193, -0.042, -1.311], [1.824, -1.962, -1.026], [2.401, -1.464, 0.584], [0.749, -2.112, 0.352], [1.815, 0.532, -0.691], [0.488, 0.066, 1.820], [0.773, 1.563, 0.934], [-1.858, 0.552, 1.498], [-1.553, 2.692, 0.819], [-1.175, -1.328, 0.097], [-0.278, 0.994, -1.590], [-1.631, 2.022, 0.079], [-1.570, -0.875, -2.142]],
  "mulliken_charge": [-1.494, 0.191, -0.643, -0.160, -0.236, -0.288, 0.348, 0.413, 0.297, 0.403, 0.362, 0.326, 0.369, 0.350, 0.159, 0.264, -0.528, -0.132]
}


Stability check: which of them is most stable? arrangement P.


Arrangement P

{
  "formula": "C5H14NO2",
  "method": "ωB97M-V with the def2-TZVPD basis set",
  "total_charge": -1,
  "gap_ev": 7.06,
  "lumo_ev": 3.85,
  "elements": ["C", "C", "C", "C", "C", "O", "N", "H", "H", "H", "H", "H", "H", "H", "H", "H", "H", "H", "H", "H", "H", "O"],
  "positions_angstrom": [[-2.532, -0.859, -0.649], [-1.052, -0.952, -0.257], [-0.747, 0.077, 0.842], [0.720, 0.033, 1.367], [1.401, 1.415, 1.246], [1.268, 1.931, 0.002], [-0.672, -2.333, -0.007], [-2.721, 0.085, -1.172], [-2.856, -1.737, -1.216], [-3.271, -0.776, 0.165], [-0.561, -0.653, -1.182], [-0.876, 1.082, 0.453], [-1.435, -0.172, 1.662], [1.272, -0.599, 0.659], [0.727, -0.481, 2.336], [0.913, 2.079, 2.008], [2.440, 1.310, 1.615], [-1.206, -2.778, 0.725], [0.317, -2.371, 0.188], [1.552, 1.234, -1.423], [0.786, 1.003, -2.734], [1.597, 0.728, -2.292]],
  "mulliken_charge": [-1.572, 0.663, -0.738, -0.564, -0.721, -0.905, -0.675, 0.355, 0.427, 0.345, 0.115, 0.377, 0.341, 0.202, 0.313, 0.288, 0.292, 0.219, 0.301, 0.418, 0.256, -0.736]
}


Arrangement Q

{
  "formula": "C5H14NO2",
  "method": "ωB97M-V with the def2-TZVPD basis set",
  "total_charge": -1,
  "gap_ev": 5.02,
  "lumo_ev": 1.98,
  "elements": ["C", "C", "N", "C", "C", "C", "O", "H", "H", "H", "H", "H", "H", "H", "H", "H", "H", "H", "H", "H", "H", "O"],
  "positions_angstrom": [[-1.883, -3.335, -1.078], [-2.083, -1.444, -1.422], [-1.016, -2.137, -1.050], [1.336, 0.287, -0.388], [0.242, 0.578, 0.662], [0.497, 1.863, 1.465], [1.619, 1.915, 2.323], [-2.949, -3.376, -0.668], [-1.273, -4.014, -0.484], [-2.106, -3.440, -2.151], [-2.988, -1.119, -0.888], [-2.332, -1.416, -2.469], [0.044, -0.330, 1.386], [0.989, -0.559, -1.068], [1.846, 1.170, -0.890], [2.298, -0.008, 0.233], [-0.802, 0.639, 0.127], [0.559, 2.695, 0.619], [-0.407, 2.020, 2.117], [2.693, 2.527, 1.267], [2.613, 4.043, 1.502], [3.103, 3.441, 0.857]],
  "mulliken_charge": [-0.890, -0.362, -0.277, -0.938, 0.174, -0.693, -0.916, 0.274, 0.288, 0.278, 0.330, 0.325, 0.220, 0.293, 0.285, 0.188, -0.003, 0.204, 0.294, 0.427, 0.282, -0.783]
}


Arrangement R

{
  "formula": "C5H14NO2",
  "method": "ωB97M-V with the def2-TZVPD basis set",
  "total_charge": -1,
  "gap_ev": 6.66,
  "lumo_ev": 3.33,
  "elements": ["C", "O", "C", "C", "C", "C", "N", "H", "H", "H", "H", "H", "H", "H", "H", "H", "H", "H", "H", "H", "H", "O"],
  "positions_angstrom": [[1.648, 0.101, -0.767], [1.471, 0.414, -2.071], [0.262, 0.044, -0.055], [0.215, -0.205, 1.449], [-0.927, 0.474, 2.239], [-3.295, -0.317, 2.322], [-2.208, 0.173, 1.493], [2.109, -0.871, -0.500], [2.221, 0.946, -0.308], [-0.378, -0.555, -0.703], [-0.217, 1.036, -0.202], [0.358, -1.241, 1.733], [1.117, 0.394, 1.741], [-0.881, 1.564, 2.223], [-0.970, 0.113, 3.267], [-4.089, -0.732, 1.699], [-3.595, 0.522, 2.949], [-3.086, -1.132, 3.030], [-1.984, -0.336, 0.655], [2.012, -0.888, -4.605], [2.142, -0.127, -3.246], [2.687, -0.392, -4.117]],
  "mulliken_charge": [-0.569, -0.844, -0.634, -0.291, -0.620, -0.924, -0.260, 0.233, 0.191, 0.312, 0.296, 0.266, 0.215, 0.272, 0.332, 0.333, 0.272, 0.304, 0.211, 0.237, 0.442, -0.775]
}


Stability check: which of them is most stable? arrangement P.


Arrangement P

{
  "formula": "C5H14NO2",
  "method": "ωB97M-V with the def2-TZVPD basis set",
  "total_charge": -1,
  "gap_ev": 7.91,
  "lumo_ev": 4.17,
  "elements": ["C", "N", "C", "C", "C", "O", "C", "H", "H", "H", "H", "H", "H", "H", "H", "H", "H", "H", "H", "H", "H", "O"],
  "positions_angstrom": [[-1.109, -0.219, -1.712], [-1.343, -0.189, -0.276], [-0.817, -1.329, 0.501], [0.004, -0.854, 1.703], [1.453, -0.453, 1.276], [1.744, 0.852, 1.568], [0.102, 0.595, -2.170], [-0.940, -1.241, -2.068], [-2.035, 0.050, -2.204], [-0.994, 0.671, 0.122], [-1.687, -1.832, 0.903], [-0.217, -2.038, -0.058], [-0.403, -0.010, 2.220], [0.032, -1.696, 2.410], [2.157, -1.182, 1.729], [1.538, -0.658, 0.186], [0.395, 1.257, -1.389], [0.995, -0.003, -2.303], [-0.044, 1.269, -3.003], [0.800, 1.593, 1.101], [0.408, 3.129, 0.768], [-0.042, 2.287, 0.693]],
  "mulliken_charge": [-0.484, -0.369, -0.632, -0.793, -0.284, -0.844, -0.904, 0.272, 0.395, 0.283, 0.336, 0.325, 0.398, 0.374, 0.308, 0.036, 0.234, 0.259, 0.359, 0.385, 0.223, -0.879]
}


Arrangement Q

{
  "formula": "C5H14NO2",
  "method": "ωB97M-V with the def2-TZVPD basis set",
  "total_charge": -1,
  "gap_ev": 7.93,
  "lumo_ev": 4.04,
  "elements": ["C", "O", "C", "C", "C", "C", "N", "H", "H", "H", "H", "H", "H", "H", "H", "H", "H", "H", "H", "H", "H", "O"],
  "positions_angstrom": [[0.472, -0.787, -1.649], [-0.786, -0.972, -2.184], [0.659, 0.632, -1.231], [1.389, 0.925, 0.068], [1.288, -0.190, 1.136], [-0.199, -0.538, 1.635], [-1.149, 0.656, 1.877], [0.492, -1.691, -0.920], [1.126, -0.981, -2.498], [1.273, 1.295, -1.880], [-0.337, 1.123, -1.219], [2.474, 0.921, -0.207], [1.154, 1.924, 0.521], [1.926, 0.215, 2.043], [1.654, -1.000, 0.615], [-0.663, -1.207, 0.913], [-0.035, -1.058, 2.585], [-2.042, 0.239, 1.990], [-1.250, 1.166, 0.996], [-3.107, 0.398, -0.775], [-1.706, -0.748, -1.296], [-2.632, -0.322, -0.520]],
  "mulliken_charge": [-0.506, -0.801, -0.291, -0.758, -0.819, -0.406, -0.827, 0.194, 0.282, 0.330, 0.229, 0.369, 0.340, 0.316, 0.443, 0.233, 0.399, 0.291, 0.332, 0.176, 0.316, -0.845]
}


Arrangement R

{
  "formula": "C5H14NO2",
  "method": "ωB97M-V with the def2-TZVPD basis set",
  "total_charge": -1,
  "gap_ev": 7.66,
  "lumo_ev": 4.06,
  "elements": ["C", "O", "C", "C", "C", "C", "N", "H", "H", "H", "H", "H", "H", "H", "H", "H", "H", "H", "H", "H", "H", "O"],
  "positions_angstrom": [[-1.719, -1.100, -0.589], [-0.494, -1.616, -0.796], [-1.807, 0.501, -0.501], [-1.173, 0.957, 0.791], [0.473, 1.080, 1.086], [2.298, -0.394, 0.655], [1.047, -0.228, 1.335], [-2.552, -1.416, -1.246], [-1.891, -1.219, 0.513], [-2.908, 0.630, -0.524], [-1.443, 1.059, -1.375], [-1.516, 1.951, 1.042], [-1.354, 0.217, 1.552], [0.444, 1.876, 1.976], [1.049, 1.725, 0.405], [2.840, -1.270, 1.019], [3.046, 0.445, 0.813], [2.297, -0.674, -0.454], [0.244, -0.768, 0.961], [0.458, -1.162, -1.785], [1.563, 0.102, -2.318], [1.100, -0.697, -2.558]],
  "mulliken_charge": [-0.845, -0.825, -0.202, -1.278, -0.344, -0.774, -0.441, 0.320, 0.292, 0.339, 0.366, 0.394, 0.372, 0.203, 0.348, 0.327, 0.325, 0.167, 0.411, 0.394, 0.230, -0.777]
}


Arrangement S

{
  "formula": "C5H14NO2",
  "method": "ωB97M-V with the def2-TZVPD basis set",
  "total_charge": -1,
  "gap_ev": 6.99,
  "lumo_ev": 3.74,
  "elements": ["C", "C", "N", "C", "C", "C", "O", "H", "H", "H", "H", "H", "H", "H", "H", "H", "H", "H", "H", "H", "H", "O"],
  "positions_angstrom": [[-0.271, -1.614, -2.190], [-1.531, -1.193, -1.430], [-1.494, -0.389, -0.211], [-0.148, 1.446, -0.948], [-0.313, 0.409, 0.176], [0.975, -0.397, 0.505], [1.253, -0.408, 1.859], [0.198, -0.771, -2.667], [-0.546, -2.458, -2.822], [0.540, -1.991, -1.565], [-2.181, -2.053, -1.247], [-2.116, -0.603, -2.144], [-1.766, -0.924, 0.604], [-0.453, 1.087, -1.936], [-0.930, 2.186, -0.762], [0.845, 1.879, -1.034], [-0.488, 0.944, 1.106], [0.958, -1.433, 0.140], [1.848, 0.062, -0.030], [1.921, 1.914, 1.764], [1.177, 0.844, 2.464], [1.209, 1.955, 2.413]],
  "mulliken_charge": [-1.054, -0.664, -0.399, -1.399, 0.373, -0.566, -0.896, 0.282, 0.358, 0.295, 0.481, 0.270, 0.281, 0.381, 0.324, 0.307, 0.625, 0.041, 0.128, 0.246, 0.403, -0.819]
}


Stability check: which of them is most stable? arrangement P.


Arrangement P

{
  "formula": "C4H8N2O3",
  "method": "ωB97M-V with the def2-TZVPD basis set",
  "gap_ev": 8.88,
  "lumo_ev": -0.38,
  "elements": ["C", "C", "C", "C", "N", "N", "O", "O", "O", "H", "H", "H", "H", "H", "H", "H", "H"],
  "positions_angstrom": [[-0.719, -0.686, 1.879], [0.213, -1.300, 0.937], [-0.830, 0.514, 0.930], [0.617, 0.236, -1.053], [-0.218, -0.350, -0.086], [-0.198, 1.015, -1.927], [-1.095, 1.712, -1.545], [0.289, 0.911, -3.037], [1.497, -0.498, -1.707], [-1.637, -1.238, 2.049], [-0.344, -0.377, 2.840], [1.213, -1.197, 1.165], [0.138, -2.426, 0.630], [-1.801, 0.983, 0.651], [0.076, 1.274, 1.075], [1.210, 1.442, -0.277], [1.590, -0.016, -2.523]],
  "mulliken_charge": [-0.537, -0.496, -0.338, -0.317, 0.016, 1.223, -0.568, -0.739, -0.416, 0.253, 0.265, 0.316, 0.240, 0.272, 0.231, 0.110, 0.483]
}


Arrangement Q

{
  "formula": "C4H8N2O3",
  "method": "ωB97M-V with the def2-TZVPD basis set",
  "gap_ev": 10.10,
  "lumo_ev": 0.55,
  "smiles": "COC1=NCC(=O)N1.O",
  "elements": ["C", "O", "C", "N", "C", "C", "O", "N", "H", "H", "H", "H", "H", "H", "H", "O", "H"],
  "positions_angstrom": [[-3.999, 0.207, -1.047], [-3.663, -1.173, -0.898], [-2.380, -1.473, -0.824], [-1.400, -0.680, -0.614], [-0.183, -1.415, -0.910], [-0.561, -2.889, -0.974], [0.068, -3.837, -1.391], [-2.073, -2.821, -0.861], [-5.083, 0.236, -1.186], [-3.712, 0.762, -0.145], [-3.489, 0.627, -1.922], [0.259, -1.111, -1.872], [0.583, -1.270, -0.133], [-2.712, -3.536, -1.184], [-0.342, -3.216, 1.855], [-0.564, -4.081, 1.481], [-1.494, -3.899, 0.957]],
  "mulliken_charge": [-0.633, -0.413, 0.588, -0.564, -0.231, 0.454, -0.557, -0.196, 0.230, 0.288, 0.308, 0.243, 0.259, 0.192, 0.313, -0.666, 0.385]
}


Arrangement R

{
  "formula": "C4H8N2O3",
  "method": "ωB97M-V with the def2-TZVPD basis set",
  "gap_ev": 10.46,
  "lumo_ev": 0.47,
  "smiles": "NCC(=O)NCC(=O)O",
  "elements": ["C", "C", "C", "C", "H", "H", "H", "H", "H", "H", "H", "H", "N", "N", "O", "O", "O"],
  "positions_angstrom": [[0.373, -1.691, -0.123], [-0.860, -1.114, 0.686], [-0.718, 1.199, -0.350], [0.515, 2.074, 0.056], [2.027, -1.143, -1.073], [0.835, -0.858, -1.982], [-0.082, -2.618, -0.498], [1.077, -2.073, 0.697], [-2.053, 0.170, 0.986], [-0.488, 0.843, -1.312], [-1.549, 1.910, -0.414], [0.554, 0.971, 1.600], [1.115, -0.826, -1.006], [-1.112, 0.195, 0.661], [-1.535, -1.899, 1.264], [0.959, 3.021, -0.542], [0.942, 1.840, 1.349]],
  "mulliken_charge": [-0.430, 0.378, -0.301, 0.554, 0.232, 0.197, 0.311, 0.284, 0.206, 0.244, 0.430, 0.340, -0.466, -0.322, -0.604, -0.560, -0.490]
}


Stability check: which of them is most stable? arrangement R.